Record 1
Molecular formula: C7H15P
Method: DFT, ωB97M-V/def2-TZVPD

Calculated values
LUMO level (spin up / spin down) ... -0.307 / 0.475 eV
Orbital gap (spin up / spin down) ... 0.276 / 0.296 Eh
Relative energy (zero: lowest compared OMol25 entry of this formula, charge and spin) ... 347.0 kJ/mol
Molar mass ... 130.2 g mol⁻¹
HOMO (spin up / spin down) ... -7.82 / -7.58 eV

Last column: Mulliken charge in e.
CARTESIAN COORDINATES (ANGSTROEM)
C (-2.70084, -0.31346, 0.91955)  -0.61
C (-3.08405, 0.22781, -0.20273)  0.09
C (-3.87335, 1.35195, -0.80031)  -0.91
C (3.28682, -0.23278, -0.07924)  -1.32
C (1.71092, -2.23121, -0.59745)  -1.61
C (0.53201, 1.57777, 0.45982)  -0.93
C (1.83402, -0.90515, 0.09864)  0.19
P (0.33395, 0.06900, -0.65090)  0.01
H (-1.94599, -1.06085, 0.90965)  0.31
H (-3.26800, -0.09059, 1.81598)  0.25
H (-4.57556, 1.69189, -0.04649)  0.31
H (-4.33074, 0.87817, -1.58052)  0.31
H (-3.29688, 2.26548, -1.01031)  0.24
H (3.46209, 0.05260, -1.05605)  0.39
H (3.37427, 0.67688, 0.54958)  0.32
H (4.03007, -0.89811, 0.32873)  0.41
H (0.83665, -2.73624, -0.25262)  0.41
H (2.59454, -2.80231, -0.28120)  0.40
H (1.79440, -2.25492, -1.63573)  0.41
H (0.97401, 2.38272, -0.16528)  0.29
H (1.20866, 1.35403, 1.29537)  0.31
H (-0.40724, 1.95714, 0.85373)  0.33
H (1.51025, -0.95983, 1.12778)  0.39

Record 2
Molecular formula: C18H36BBr14N2O8
Method: DFT, ωB97M-V/def2-TZVPD

Calculated values
LUMO level ... -3.642 eV
Orbital gap ... 0.278 Eh
Relative energy (zero: lowest compared OMol25 entry of this formula, charge and spin) ... 0.0 kJ/mol
Molar mass ... 1538.0 g mol⁻¹
Total charge ... +1
HOMO ... -11.22 eV

Last column: Mulliken charge in e.
CARTESIAN COORDINATES (ANGSTROEM)
N (-5.98886, 16.94514, 16.46459)  -0.28
H (-5.49151, 17.55633, 17.12901)  0.46
H (-6.12180, 17.38828, 15.54686)  0.07
H (-6.86706, 16.71404, 16.95495)  0.05
H (-5.39363, 16.11490, 16.37488)  0.27
N (-0.52151, 14.14744, 15.90913)  -0.35
H (-0.90628, 14.14763, 14.90537)  0.19
H (-1.20111, 14.54820, 16.55875)  0.37
H (0.41019, 14.56434, 15.91294)  0.40
H (-0.48360, 13.16091, 16.20821)  0.40
O (-1.66801, 13.88766, 13.46315)  -0.86
C (-2.84869, 13.61832, 13.37131)  0.80
O (-3.61766, 13.17461, 14.33736)  -0.79
B (-5.04001, 13.15026, 13.92432)  1.24
O (-4.98323, 13.52261, 12.48108)  0.01
C (-3.77116, 13.84069, 12.15377)  0.30
O (-3.36553, 14.21454, 11.12949)  -0.55
O (-5.85490, 14.09245, 14.71225)  -0.31
C (-6.89551, 13.39956, 15.20484)  0.35
O (-7.80917, 13.87520, 15.79008)  -0.09
C (-6.70615, 11.92579, 14.85431)  0.39
O (-5.60721, 11.81563, 14.12343)  -0.66
O (-7.46924, 11.05793, 15.11793)  -0.64
Br (-10.81692, 12.69129, 18.13448)  -0.14
C (-10.97450, 12.34130, 16.21282)  -0.10
C (-11.18630, 13.68358, 15.54310)  -0.30
Br (-10.96318, 13.69024, 13.61623)  -0.15
H (-11.77827, 11.65023, 15.97752)  0.46
H (-10.02624, 11.89806, 15.92372)  -0.09
H (-10.48850, 14.39034, 15.99448)  -0.04
H (-12.15529, 14.12409, 15.76888)  0.47
Br (-9.39938, 11.50469, 10.40700)  -0.18
C (-8.02689, 10.11264, 10.42364)  -0.53
C (-6.76170, 10.63664, 11.02288)  0.23
Br (-5.31192, 9.30207, 10.85679)  -0.15
H (-7.78807, 9.79894, 9.40874)  0.37
H (-8.50490, 9.28833, 10.93609)  0.42
H (-6.77898, 10.81265, 12.09374)  0.04
H (-6.42042, 11.54030, 10.53485)  -0.24
Br (-0.90023, 16.92077, 13.86239)  -0.20
C (-2.00922, 17.22612, 12.27321)  -0.47
C (-3.38955, 16.68350, 12.49022)  0.20
Br (-4.52318, 17.88488, 13.50009)  -0.15
H (-1.50090, 16.73926, 11.44705)  0.37
H (-2.08982, 18.28005, 12.01716)  0.48
H (-3.43766, 15.73296, 13.01447)  -0.64
H (-3.94703, 16.47115, 11.57677)  0.39
Br (-5.79594, 10.94001, 7.16353)  -0.12
C (-4.99288, 12.34321, 8.23738)  -0.29
C (-5.90840, 13.53784, 8.34876)  -0.25
Br (-6.20436, 14.37099, 6.61480)  -0.13
H (-4.05819, 12.67067, 7.79564)  0.51
H (-4.80228, 11.90854, 9.20816)  0.01
H (-5.53659, 14.30220, 9.02640)  0.11
H (-6.86640, 13.24075, 8.77878)  0.20
Br (-5.92136, 11.27249, 18.29219)  -0.18
C (-7.46101, 10.08999, 18.03286)  -0.20
C (-7.61732, 9.08911, 19.14624)  -0.65
Br (-9.27270, 8.07474, 18.91846)  -0.15
H (-7.47325, 9.65605, 17.04072)  0.60
H (-8.30332, 10.77849, 18.05687)  -0.16
H (-7.70239, 9.52324, 20.13667)  0.36
H (-6.75475, 8.42341, 19.16307)  0.43
Br (-6.84274, 13.28066, 21.41962)  -0.15
C (-8.34065, 13.45540, 20.15622)  -0.71
C (-7.92279, 14.33396, 18.97814)  0.28
Br (-7.35714, 16.14046, 19.51322)  -0.16
H (-9.22028, 13.88917, 20.61596)  0.54
H (-8.47655, 12.45849, 19.75583)  0.19
H (-8.79067, 14.43018, 18.32390)  0.02
H (-7.15035, 13.86712, 18.38116)  0.03
Br (-8.28416, 15.54995, 10.45388)  -0.13
C (-8.16923, 15.56276, 12.38570)  0.32
C (-9.00431, 16.65386, 12.99886)  -0.50
Br (-8.63024, 16.80616, 14.91207)  -0.22
H (-7.11473, 15.71453, 12.62300)  -0.20
H (-8.42428, 14.58037, 12.77116)  -0.11
H (-10.06541, 16.42457, 12.93099)  0.40
H (-8.88552, 17.60594, 12.48617)  0.52

Record 3
Molecular formula: C12H30AgBr2N2O4
Method: DFT, ωB97M-V/def2-TZVPD

Calculated values
LUMO level (spin up / spin down) ... -0.137 / -4.325 eV
Orbital gap (spin up / spin down) ... 0.245 / 0.091 Eh
Relative energy (zero: lowest compared OMol25 entry of this formula, charge and spin) ... 408.8 kJ/mol
<S²> ... 0.752
Molar mass ... 534.1 g mol⁻¹
HOMO (spin up / spin down) ... -6.80 / -6.80 eV
Multiplicity ... 2

Last column: Mulliken spin population.
CARTESIAN COORDINATES (ANGSTROEM)
Ag (-0.48486, 0.35775, 0.25749)  0.00
Br (0.68577, -2.43322, -1.94014)  0.00
Br (-2.00951, 2.84912, 2.56651)  1.00
C (4.01884, 3.85513, -2.38705)  0.00
O (2.65741, 4.05481, -2.34046)  0.00
C (2.01437, 3.43335, -3.44294)  0.00
C (1.27203, 2.21594, -2.81050)  0.00
N (0.32504, 2.57277, -1.72489)  0.00
C (-1.01382, 2.85728, -2.26678)  0.00
C (-1.88119, 1.62620, -2.67312)  0.00
O (-2.27209, 0.92387, -1.53640)  0.00
C (-3.28456, -0.06172, -1.70117)  0.00
H (4.42299, 4.19227, -3.34157)  0.00
H (4.08163, 2.77808, -2.23177)  0.00
H (4.59651, 4.38957, -1.63288)  0.00
H (2.64540, 2.91592, -4.16555)  0.00
H (1.39743, 4.06790, -4.07920)  0.00
H (2.13045, 1.73465, -2.34192)  0.00
H (0.96675, 1.43171, -3.50325)  0.00
H (0.65997, 3.46987, -1.40374)  0.00
H (-1.06491, 3.45120, -3.17933)  0.00
H (-1.50666, 3.50555, -1.54225)  0.00
H (-1.48920, 0.86641, -3.34925)  0.00
H (-2.74778, 2.02363, -3.20150)  0.00
H (-4.19198, 0.47838, -1.97135)  0.00
H (-3.46414, -0.54544, -0.74104)  0.00
H (-3.18881, -0.81091, -2.48708)  0.00
C (-2.18326, -4.91691, 1.30704)  0.00
O (-1.26117, -4.59192, 2.38433)  0.00
C (-1.88512, -3.77215, 3.42093)  0.00
C (-2.00700, -2.27782, 2.95417)  0.00
N (-0.70145, -1.84655, 2.30368)  0.00
C (0.31901, -1.60637, 3.33514)  0.00
C (1.71722, -1.47476, 2.83928)  0.00
O (1.67666, -0.48475, 1.78970)  0.00
C (3.00025, 0.14781, 1.58218)  0.00
H (-1.56877, -5.21139, 0.45629)  0.00
H (-2.77208, -4.02313, 1.10075)  0.00
H (-2.80383, -5.80369, 1.43596)  0.00
H (-1.19771, -3.74226, 4.26631)  0.00
H (-2.84610, -4.14496, 3.77539)  0.00
H (-2.24460, -1.63786, 3.80393)  0.00
H (-2.86515, -2.27114, 2.28214)  0.00
H (-0.36669, -2.69339, 1.86674)  0.00
H (0.27932, -2.30561, 4.17036)  0.00
H (0.05058, -0.61194, 3.69173)  0.00
H (2.03485, -2.43174, 2.42525)  0.00
H (2.38199, -1.27294, 3.67919)  0.00
H (3.67660, -0.27954, 2.32247)  0.00
H (2.85005, 1.20164, 1.34766)  0.00
H (3.44131, -0.14863, 0.63051)  0.00

Record 4
Molecular formula: C6H9FO
Method: DFT, ωB97M-V/def2-TZVPD

Calculated values
LUMO level ... 0.984 eV
Orbital gap ... 0.402 Eh
Relative energy (zero: lowest compared OMol25 entry of this formula, charge and spin) ... 95.9 kJ/mol
SMILES string ... O[C@@H]1C[C@@H]2C[C@@H]2[C@@H]1F
Molar mass ... 116.1 g mol⁻¹
HOMO ... -9.96 eV

Last column: Mulliken charge in e.
CARTESIAN COORDINATES (ANGSTROEM)
O (2.38738, -0.40625, -0.09091)  -0.56
C (1.04574, -0.49315, 0.39588)  -0.26
C (0.04014, -1.32924, -0.41905)  -0.84
C (-1.32782, -0.93526, 0.15993)  0.15
C (-1.98288, 0.09360, -0.56050)  -0.85
C (-1.17272, 0.44790, 0.68773)  -0.39
C (0.23752, 0.85375, 0.60152)  -0.02
F (0.43165, 1.61886, -0.53686)  -0.33
H (2.42200, 0.04677, -0.95267)  0.35
H (1.04802, -0.84302, 1.40460)  0.44
H (-0.16728, -0.93794, -1.44024)  0.24
H (0.32782, -2.35370, -0.42011)  0.43
H (-1.88589, -1.69386, 0.76401)  0.36
H (-3.08062, 0.14306, -0.37041)  0.25
H (-1.71146, 0.57216, -1.57120)  0.20
H (-1.74202, 0.54984, 1.55157)  0.41
H (0.76556, 1.37136, 1.40041)  0.42

Record 5
Molecular formula: C4H4N2
Method: DFT, ωB97M-V/def2-TZVPD

Calculated values
LUMO level ... -0.160 eV
Orbital gap ... 0.320 Eh
Relative energy (zero: lowest compared OMol25 entry of this formula, charge and spin) ... 315.3 kJ/mol
Molar mass ... 80.1 g mol⁻¹
HOMO ... -8.86 eV

Last column: Mulliken charge in e.
CARTESIAN COORDINATES (ANGSTROEM)
C (1.09954, 0.76424, 0.01275)  -0.06
C (1.01813, -0.72135, 0.18215)  -0.10
N (0.17249, -1.27691, -0.60202)  -0.38
C (-0.98353, -0.58707, -0.21676)  -0.28
C (-1.09730, 0.73081, 0.07734)  -0.12
N (0.03160, 1.49105, -0.07558)  -0.50
H (1.98389, 1.15172, -0.49998)  0.34
H (1.56516, -1.39847, 0.84659)  0.35
H (-1.72685, -1.33604, -0.00754)  0.36
H (-2.05009, 1.20691, 0.26644)  0.39

Record 6
Molecular formula: Cl3HN3P3
Method: DFT, ωB97M-V/def2-TZVPD

Calculated values
LUMO level ... -1.374 eV
Orbital gap ... 0.289 Eh
Relative energy (zero: lowest compared OMol25 entry of this formula, charge and spin) ... 34.3 kJ/mol
Molar mass ... 242.3 g mol⁻¹
HOMO ... -9.25 eV

Last column: Mulliken charge in e.
CARTESIAN COORDINATES (ANGSTROEM)
N (-0.25845, 0.73401, -0.25808)  -0.64
N (1.75287, -2.49139, -3.53554)  -0.12
N (-0.31682, -1.03228, -2.59527)  -0.22
P (2.95600, -2.53787, -2.54075)  0.38
P (0.22478, -1.95130, -3.75090)  0.09
P (0.23818, -0.58962, -1.13480)  0.76
Cl (2.31480, -3.94650, -1.40378)  -0.09
Cl (2.23784, -0.47879, -0.92075)  -0.18
Cl (0.21242, -2.37166, -0.10124)  -0.21
H (-1.04603, 1.28755, -0.64935)  0.23